# 1
This record from OMol25 describes a molecular structure, C4H6NO. The level of theory is ωB97M-V with the def2-TZVPD basis set.

The geometry in XYZ format:
```
12
Properties=species:S:1:pos:R:3:lowdin_spin:R:1
C -0.37 0.30 -0.74 0.1419
C 0.39 -0.09 0.38 0.2470
C 0.81 -0.59 -1.51 0.8073
C 0.69 0.56 1.73 0.0377
N -0.65 -0.84 -1.59 0.0713
O 1.03 -1.05 -0.20 0.1070
H -1.84 1.69 -0.44 0.5590
H 1.45 1.37 1.51 0.0155
H 0.84 -0.30 2.44 0.0036
H -0.15 1.24 2.03 0.0073
H -1.07 -1.72 -1.24 -0.0003
H -1.13 -0.58 -2.37 0.0028
```

Computed properties:
total charge: +1
expectation value of S²: 2.132
HOMO (spin up / spin down): -12.45 / -15.21 eV
ΔE to the lowest compared entry with this formula, charge and spin: 731.2 kJ/mol
gap between HOMO and LUMO (spin up / spin down): 6.495 / 6.742 eV
LUMO level (spin up / spin down): -5.95 / -8.47 eV
maximum force: 5.968 eV/Å
spin multiplicity: 3

=====

# 2
This record from OMol25 describes C24H48BrIN5O5P in the gas phase. The level of theory is ωB97M-V with the def2-TZVPD basis set.

The geometry in XYZ format:
```
85
Properties=species:S:1:pos:R:3:mulliken_charge:R:1
C -1.14 -5.05 -0.69 -0.8279
C -0.27 -5.08 -1.94 -0.3524
O 0.07 -3.78 -2.39 -0.4327
C 1.22 -3.25 -1.78 -0.9202
C 1.30 -1.76 -2.13 -1.7042
C 1.15 -0.82 -0.92 2.6978
C 2.53 -0.21 -0.61 -1.2225
C 3.58 -1.23 -0.17 -1.5086
C 3.19 -2.26 0.88 0.1860
N 3.71 -3.40 1.00 -0.7916
N 2.51 0.98 0.30 0.8172
C 2.25 0.66 1.74 0.3073
C 2.02 1.85 2.67 -0.6266
O 1.26 1.40 3.79 -0.6361
C 1.81 1.97 -0.35 -0.7464
N 2.17 3.25 -0.25 0.2367
C 1.27 4.29 -0.82 -0.6287
C 0.96 5.43 0.15 -0.8979
C 0.30 4.80 1.38 0.3480
I -1.84 5.05 1.59 0.1122
P 3.67 3.81 0.45 0.0478
N 3.64 4.46 1.84 -0.6195
N 0.78 1.65 -1.14 -0.0635
C 0.09 0.34 -1.04 1.5803
C -0.83 0.45 0.21 -1.2753
C -1.47 -0.84 0.76 1.6612
C -1.26 -1.10 2.24 -1.0769
O -0.05 -1.86 2.37 -0.5954
C -0.80 0.32 -2.29 -2.4656
C -1.76 -0.87 -2.46 0.2674
C -3.25 -0.50 -2.33 -1.3504
C -4.07 -1.44 -1.44 -0.5720
O -4.66 -0.64 -0.40 -0.3292
C -5.19 -1.30 0.65 0.8117
C -5.69 -0.35 1.70 -0.9888
O -5.21 -2.49 0.71 -0.5954
H -0.56 -5.03 0.23 0.2749
H -1.80 -5.92 -0.65 0.4515
H -1.76 -4.15 -0.71 0.0094
H 0.65 -5.66 -1.75 0.3173
H -0.78 -5.57 -2.78 0.3790
H 1.16 -3.38 -0.69 0.5186
H 2.11 -3.80 -2.12 0.3713
H 2.25 -1.56 -2.64 0.6947
H 0.53 -1.59 -2.88 0.6871
H 0.86 -1.44 -0.08 -0.6998
H 2.90 0.21 -1.55 0.5748
H 4.46 -0.68 0.19 0.3453
H 3.90 -1.79 -1.05 0.7041
H 2.38 -2.01 1.57 0.3188
H 4.44 -3.56 0.31 0.2553
H 3.14 0.13 2.09 0.7174
H 1.42 -0.03 1.83 -0.1922
H 1.54 2.70 2.18 0.1118
H 2.97 2.21 3.06 0.3168
H 0.38 1.78 3.76 0.4009
H 0.31 3.80 -0.98 0.3012
H 1.66 4.61 -1.79 0.3818
H 1.80 6.08 0.40 0.3974
H 0.24 6.04 -0.40 0.5149
H 0.33 3.72 1.28 -1.0210
H 0.81 5.06 2.31 0.3956
H 4.47 2.68 0.21 0.0710
H 3.94 4.66 -0.63 0.1338
H 4.19 3.99 2.55 0.2958
H 0.90 1.99 -2.10 0.5265
H -0.29 0.97 1.01 -0.0980
H -1.63 1.14 -0.07 1.0389
H -2.54 -0.80 0.57 -1.2859
H -1.11 -1.72 0.23 -0.3857
H -2.11 -1.65 2.65 0.5835
H -1.17 -0.16 2.79 0.2289
H 0.18 -1.91 3.31 0.3070
H -0.16 0.41 -3.18 0.4532
H -1.39 1.24 -2.25 0.8571
H -1.59 -1.32 -3.44 0.9031
H -1.52 -1.67 -1.76 -0.6507
H -3.70 -0.47 -3.32 0.4130
H -3.36 0.51 -1.92 0.4617
H -3.45 -2.21 -0.97 0.1964
H -4.86 -1.95 -1.98 0.5552
H -4.92 -0.25 2.47 0.1904
H -5.89 0.64 1.29 0.3117
H -6.59 -0.76 2.16 0.3602
Br -4.76 3.98 2.01 -0.8397
```

Computed properties:
total charge: 0
HOMO: -6.21 eV
gap between HOMO and LUMO: 5.320 eV
LUMO level: -0.89 eV
maximum force: 1.235 eV/Å

=====

# 3
This record from OMol25 describes a molecular structure, C36H32BaN3O5S5. The level of theory is ωB97M-V with the def2-TZVPD basis set.

The geometry in XYZ format:
```
82
Properties=species:S:1:pos:R:3:mulliken_charge:R:1
Ba -0.22 -0.81 -0.30 1.3327
C -2.11 0.94 2.54 -0.7565
N -0.92 0.20 2.93 1.4727
C -1.24 -1.03 3.63 -1.6426
C -1.99 -2.08 2.81 -1.1115
N -1.19 -2.83 1.84 1.1077
C -2.03 -3.87 1.24 -0.9349
C 0.00 -3.47 2.36 -0.0664
C 0.11 -3.83 3.70 -0.3843
C 1.24 -4.46 4.19 -0.9551
C 2.28 -4.77 3.32 -0.5894
C 2.16 -4.46 1.98 -0.7927
C 1.03 -3.83 1.45 0.5324
S 0.92 -3.60 -0.27 -0.3706
C 0.02 1.03 3.59 -0.0154
C 0.27 0.92 4.95 -0.2642
C 1.12 1.79 5.62 -0.9129
C 1.73 2.82 4.93 -0.7010
C 1.52 2.93 3.56 -0.5983
C 0.70 2.04 2.87 -0.0807
S 0.66 2.16 1.12 0.0550
H -2.83 1.00 3.37 0.1710
H -2.60 0.47 1.69 -0.0868
H -1.84 1.95 2.25 0.4622
H -1.87 -0.82 4.51 0.2926
H -0.30 -1.46 3.97 1.1014
H -2.80 -1.61 2.25 0.3782
H -2.47 -2.77 3.53 0.2841
H -2.34 -4.60 2.01 0.3566
H -1.46 -4.39 0.47 0.2904
H -2.91 -3.43 0.79 -0.0063
H -0.70 -3.61 4.39 0.2951
H 1.30 -4.71 5.25 0.3701
H 3.17 -5.26 3.70 0.3537
H 2.96 -4.71 1.29 0.4054
H -0.21 0.13 5.53 0.4201
H 1.29 1.66 6.68 0.3794
H 2.39 3.52 5.43 0.3678
H 2.00 3.72 3.00 0.5139
O 1.50 -0.22 -4.92 -0.4895
C 1.14 -0.32 -3.62 0.2261
O 0.26 -1.05 -3.26 -0.4418
C 1.98 0.51 -2.72 0.1419
C 2.95 1.39 -3.18 -0.5653
C 3.70 2.07 -2.22 -0.6633
C 3.48 1.83 -0.88 -0.8108
C 2.49 0.92 -0.51 0.8447
N 1.76 0.29 -1.43 -0.0674
C 2.16 0.51 0.90 0.3630
O 3.10 0.87 1.85 -0.5812
O 1.54 -0.54 1.09 -0.8275
H 0.93 -0.82 -5.41 0.3703
H 3.11 1.54 -4.23 0.5407
H 4.48 2.76 -2.53 0.4244
H 4.08 2.34 -0.14 0.3153
H 3.35 1.79 1.74 0.3053
O -1.98 0.09 -1.09 -0.5164
C -3.17 0.76 -1.07 2.4281
C -2.99 2.18 -0.49 -0.4889
C -1.94 2.97 -0.82 -0.3357
C -1.98 4.27 -0.23 -0.7698
C -3.09 4.46 0.52 -0.4830
S -4.08 3.05 0.54 -0.1418
C -4.23 -0.11 -0.40 -0.2666
C -5.24 0.08 0.49 -0.3202
C -6.00 -1.10 0.75 -0.8180
C -5.54 -2.17 0.05 -0.4988
S -4.18 -1.76 -0.92 -0.1868
C -3.72 1.06 -2.49 -0.6508
C -3.04 1.11 -3.67 -0.6372
C -3.83 1.56 -4.76 -0.5024
C -5.11 1.84 -4.39 -0.6607
S -5.36 1.55 -2.72 -0.0546
H -1.14 2.62 -1.46 0.6522
H -1.21 5.01 -0.37 0.3918
H -3.39 5.32 1.10 0.4671
H -5.47 1.03 0.95 0.5845
H -6.83 -1.13 1.43 0.4080
H -5.92 -3.18 0.05 0.4833
H -2.00 0.83 -3.74 0.3336
H -3.47 1.67 -5.77 0.3890
H -5.93 2.18 -5.00 0.4359
```

Computed properties:
total charge: -1
HOMO: -3.64 eV
ΔE to the lowest compared entry with this formula, charge and spin: 288.0 kJ/mol
gap between HOMO and LUMO: 5.423 eV
LUMO level: 1.78 eV
maximum force: 4.920 eV/Å

=====

# 4
This record from OMol25 describes a molecular structure, C5H8N2O. The level of theory is ωB97M-V with the def2-TZVPD basis set.

The geometry in XYZ format:
```
16
Properties=species:S:1:pos:R:3:nbo_charge:R:1
C 0.01 1.59 1.74 -0.6043
C -0.72 0.59 0.66 -0.2494
C 0.63 -0.94 -0.32 0.4427
C -0.39 -0.64 -1.60 -0.6386
C -0.91 0.86 -0.72 0.6161
H -0.25 1.05 2.92 0.2520
H -0.28 2.84 1.39 0.2160
H 1.17 1.53 1.53 0.2304
H -1.68 0.36 1.07 0.2424
H 1.55 -2.52 -1.30 0.3955
H 2.34 -2.15 0.42 0.4115
H -1.52 -1.44 -1.64 0.2490
H -0.27 -0.47 -3.03 0.2727
N 0.30 -0.39 0.79 -0.4910
N 1.63 -1.94 -0.55 -0.8363
O -1.62 1.65 -1.35 -0.5089
```

Computed properties:
total charge: 0
HOMO: -8.99 eV
ΔE to the lowest compared entry with this formula, charge and spin: 712.7 kJ/mol
gap between HOMO and LUMO: 9.311 eV
LUMO level: 0.32 eV
maximum force: 8.604 eV/Å